(1)
# C23H32CrF6N6O11P2S3Se

C23H32CrF6N6O11P2S3Se as an isolated structure (ωB97M-V with the def2-TZVPD basis set, OMol25).

XYZ file:
```
85
Properties=species:S:1:pos:R:3:forces:R:3
Cr -1.197 0.379 -0.849 1.01 -0.32 -0.35
S -5.174 -0.047 1.123 -0.03 -0.07 -0.03
C -4.169 -1.313 1.767 -0.06 0.00 0.11
C -4.499 -2.318 2.668 0.04 0.01 -0.01
C -3.507 -3.209 3.026 0.02 0.00 -0.01
C -2.211 -3.095 2.509 0.00 0.02 0.05
C -1.877 -2.088 1.628 0.05 -0.03 0.10
C -2.878 -1.197 1.256 -0.04 0.04 -0.06
N -2.736 -0.147 0.368 -0.10 -0.01 0.28
C -3.845 0.509 0.181 0.11 0.15 -0.16
C -3.837 1.563 -0.828 -0.05 -0.07 0.07
C -4.914 2.401 -1.100 0.02 0.02 0.02
C -4.783 3.349 -2.097 0.01 0.00 0.00
C -3.589 3.442 -2.809 0.01 0.00 0.00
C -2.524 2.594 -2.536 -0.05 0.05 0.04
C -2.634 1.637 -1.537 0.09 -0.03 -0.06
H -5.496 -2.397 3.077 -0.03 0.00 0.01
H -3.734 -4.003 3.725 0.00 -0.02 0.01
H -1.451 -3.799 2.822 0.01 -0.02 0.01
H -0.868 -1.958 1.257 0.01 0.02 -0.04
H -5.837 2.317 -0.537 -0.01 0.00 0.01
H -5.605 4.013 -2.327 -0.01 0.01 0.00
H -3.495 4.182 -3.595 0.00 0.01 -0.01
H -1.615 2.666 -3.118 0.02 -0.01 -0.02
C 1.994 -3.128 -0.873 0.02 0.11 -0.01
N 1.124 -2.567 -1.905 -0.15 -0.13 -0.09
C 0.053 -3.543 -2.159 0.04 -0.07 -0.05
P 1.148 -1.009 -2.522 0.27 0.30 0.47
O 0.401 0.278 -2.076 -0.25 -0.14 -0.03
O 2.451 -0.559 -1.179 0.02 -0.26 -0.20
P 2.204 -0.114 0.277 0.24 -0.14 -0.13
O 0.774 -0.248 0.719 -0.08 0.07 -0.13
N 3.155 -1.069 1.258 -0.03 0.17 0.00
C 4.556 -1.249 0.951 -0.01 -0.07 -0.05
C 2.775 -1.388 2.614 -0.02 -0.11 0.01
N 2.983 1.358 0.326 -0.36 0.06 0.17
C 3.663 1.873 1.501 0.06 -0.05 -0.10
C 2.601 2.398 -0.616 0.06 0.01 -0.06
N 2.372 -0.787 -3.654 -0.11 0.04 0.00
C 2.712 0.586 -3.974 -0.06 0.03 -0.04
C 3.531 -1.647 -3.605 0.06 -0.02 0.05
H 2.083 -4.198 -1.072 0.03 0.02 0.05
H 1.570 -3.000 0.127 0.01 -0.01 0.04
H 2.983 -2.698 -0.887 0.08 0.08 0.01
H 0.512 -4.532 -2.226 -0.03 0.00 0.01
H -0.474 -3.381 -3.087 0.02 -0.05 0.05
H -0.668 -3.551 -1.336 0.00 0.00 -0.02
H 4.739 -1.028 -0.099 -0.01 0.01 -0.01
H 4.848 -2.288 1.141 0.00 0.00 0.00
H 5.205 -0.603 1.557 0.00 0.01 0.03
H 1.720 -1.176 2.751 -0.08 0.01 0.04
H 3.349 -0.808 3.349 -0.01 0.00 0.01
H 2.949 -2.452 2.817 0.01 0.01 0.01
H 3.877 1.075 2.205 -0.01 -0.06 0.05
H 3.078 2.632 2.017 -0.11 0.06 0.02
H 4.616 2.319 1.194 0.00 0.00 0.01
H 2.029 1.970 -1.435 -0.03 0.00 -0.01
H 3.501 2.874 -1.023 0.00 0.00 0.00
H 1.993 3.166 -0.131 0.00 0.00 0.00
H 1.813 1.196 -4.036 -0.01 0.00 0.01
H 3.209 0.609 -4.948 0.01 0.00 0.02
H 3.385 1.021 -3.224 0.03 0.05 0.02
H 3.236 -2.676 -3.407 -0.01 0.00 0.01
H 4.251 -1.329 -2.838 0.03 -0.01 0.01
H 4.024 -1.617 -4.580 0.02 -0.01 0.02
O -2.335 -2.501 -4.169 0.02 0.11 0.11
Se -1.661 -1.184 -3.556 -0.22 0.27 0.02
O -2.042 0.224 -4.220 0.05 -0.26 0.08
O -1.818 -1.186 -1.877 -0.14 0.18 -0.21
O 0.042 -1.414 -3.749 -0.17 0.07 -0.20
F -1.426 4.580 0.507 0.04 0.05 -0.10
C -1.564 3.926 1.657 0.03 -0.03 0.31
F -2.849 3.613 1.815 -0.06 0.02 -0.11
F -1.184 4.731 2.642 -0.02 0.13 -0.11
S -0.512 2.383 1.629 -0.42 0.18 -0.57
O -0.584 2.077 0.190 0.13 -0.21 0.48
O 0.749 2.790 2.154 0.26 0.07 -0.02
N -1.279 1.277 2.399 -0.17 -0.04 0.11
S -1.791 1.414 3.889 -0.07 0.02 0.00
O -2.935 0.575 4.068 0.08 -0.04 0.00
O -1.811 2.763 4.377 0.00 -0.11 0.11
C -0.461 0.591 4.867 0.06 -0.01 0.09
F 0.638 1.343 4.908 0.01 0.01 -0.04
F -0.139 -0.597 4.360 -0.03 -0.12 -0.10
F -0.887 0.401 6.121 -0.03 0.07 0.02
```
Forces are in eV/Å.

Orbital gap (alpha / beta) = 8.459 / 8.448 eV
Spin multiplicity = 4
Relative energy (zero: lowest compared OMol25 entry of this formula, charge and spin) = 71.4 kJ/mol
E_LUMO (alpha / beta) = 2.25 / 2.13 eV
Total charge = -1



(2)
# C17H51NO18S4

A 9-piece molecular cluster, C17H51NO18S4 overall (ωB97M-V with the def2-TZVPD basis set, OMol25).

XYZ file:
```
91
Properties=species:S:1:pos:R:3:forces:R:3
C -1.420 -0.212 -5.472 -0.51 0.89 -0.82
C -1.131 -1.119 -4.248 -2.00 1.19 -1.91
O -0.781 -2.392 -4.822 2.03 -0.46 0.36
S 0.751 -2.782 -4.573 -0.51 -1.75 0.52
C 0.647 -3.402 -2.855 0.06 0.01 -0.67
O 0.958 -3.970 -5.377 0.24 1.54 0.43
O 1.559 -1.592 -4.632 -0.14 -0.73 -0.19
H -0.649 -0.059 -6.228 0.67 -0.84 0.35
H -1.708 0.836 -5.387 0.06 0.13 1.44
H -2.284 -0.553 -6.042 0.03 -0.74 0.10
H -0.439 -0.672 -3.534 -0.01 -0.44 -0.06
H -2.103 -1.414 -3.853 0.11 0.76 0.79
H 1.624 -3.724 -2.495 0.12 0.41 -0.18
H 0.050 -4.311 -2.928 -0.22 0.22 -0.03
H 0.191 -2.659 -2.201 0.10 -0.01 -0.06
C 2.427 2.398 -6.393 -0.21 -0.25 0.00
C 2.866 2.128 -4.951 0.55 -0.38 -1.31
O 2.784 3.274 -4.098 -2.14 0.35 1.09
S 1.380 3.403 -3.172 -0.36 1.12 0.05
C 2.175 2.869 -1.551 -0.59 0.60 -1.58
O 0.954 4.824 -3.122 1.62 -3.18 0.00
O 0.372 2.433 -3.595 1.69 0.90 0.40
H 2.221 3.460 -6.525 -0.23 -0.14 -0.15
H 1.591 1.749 -6.655 -0.36 0.47 0.02
H 3.211 2.100 -7.090 0.16 0.21 0.05
H 2.317 1.264 -4.578 0.21 0.14 0.40
H 3.930 1.919 -5.062 0.03 -0.16 0.84
H 3.011 3.555 -1.413 -0.33 0.17 0.26
H 2.597 1.872 -1.676 -0.37 -0.04 -0.15
H 1.368 2.914 -0.820 0.28 0.08 0.05
C -1.654 -7.214 0.416 0.44 0.18 -1.25
C -1.443 -5.704 0.445 1.37 -1.93 -2.17
O -2.020 -5.185 1.574 0.41 1.82 1.95
S -1.230 -3.940 2.227 -3.74 2.02 3.02
C -1.917 -4.149 3.899 0.07 -0.59 -0.53
O 0.187 -4.080 2.334 -0.10 0.06 -1.33
O -1.931 -2.700 1.768 2.97 -2.64 0.18
H -1.350 -7.779 1.297 -0.58 0.45 0.37
H -0.944 -7.594 -0.319 -0.08 -0.02 -0.38
H -2.644 -7.418 0.010 -0.06 -0.42 0.58
H -0.369 -5.525 0.390 0.14 0.21 0.42
H -1.842 -5.234 -0.454 -0.33 -0.04 -0.01
H -1.756 -3.259 4.507 -0.02 0.09 -0.40
H -1.478 -5.007 4.408 0.24 0.03 -0.27
H -2.973 -4.374 3.753 0.01 0.32 0.08
C 6.016 4.970 4.676 0.84 0.49 1.25
C 5.820 3.467 4.468 0.46 1.10 -0.63
O 4.522 3.304 3.936 -2.13 -1.08 -1.01
S 4.153 2.028 2.984 0.16 0.78 -0.01
C 2.460 2.604 2.430 1.12 -0.23 0.60
O 5.046 2.047 1.850 -0.62 -0.05 0.54
O 4.107 0.837 3.802 -0.40 0.81 -0.53
H 5.528 5.689 4.017 -0.03 -0.69 -0.55
H 7.090 5.152 4.652 0.12 0.10 -0.35
H 5.775 5.351 5.668 -0.45 -0.47 0.24
H 6.541 3.188 3.699 0.06 -0.48 0.17
H 5.922 2.884 5.382 0.15 0.03 -0.09
H 1.819 2.664 3.310 0.09 -0.04 -0.08
H 2.062 1.907 1.693 0.30 -0.27 0.22
H 2.562 3.573 1.942 0.24 -0.03 0.24
C -0.900 0.353 1.222 -0.28 -1.26 0.42
N -0.690 0.644 -0.212 0.56 0.56 0.58
O -0.847 1.815 -0.523 0.08 -0.38 -0.42
O -0.412 -0.271 -0.954 -0.05 0.21 -0.23
H -0.605 -0.672 1.446 -0.09 0.04 -0.42
H -1.987 0.406 1.277 0.04 0.23 0.67
H -0.344 0.987 1.912 -0.38 0.55 -0.54
C -5.002 -2.181 1.923 -0.65 0.44 0.34
O -4.061 -1.449 1.204 0.43 0.16 -0.38
H -5.512 -2.909 1.292 -0.47 0.14 -0.07
H -4.596 -2.753 2.757 0.38 0.06 0.21
H -5.643 -1.404 2.339 -0.66 -0.55 0.04
H -3.283 -2.011 1.207 0.30 0.26 -0.39
C 1.144 -1.032 4.961 0.28 0.56 -0.08
O 0.667 0.190 5.522 0.17 -0.10 0.16
H 1.182 -1.843 5.688 -0.52 -0.19 0.00
H 0.484 -1.210 4.112 0.17 -0.50 0.09
H 2.176 -0.913 4.630 -0.01 0.05 -0.40
H 1.383 0.529 6.064 -0.07 0.20 0.13
C -4.111 2.292 -2.427 -0.39 0.09 0.49
O -3.497 3.346 -1.657 -0.76 -0.74 -0.64
H -5.193 2.413 -2.480 -0.03 0.74 0.13
H -3.779 2.228 -3.463 0.45 0.06 0.08
H -4.056 1.320 -1.937 0.62 -0.17 0.04
H -2.661 3.013 -1.323 0.20 -0.02 -0.10
C -4.127 2.454 1.762 0.50 0.82 -0.29
O -3.659 3.719 2.239 -0.17 -0.03 0.29
H -3.487 2.262 0.901 -0.05 -0.53 0.13
H -4.031 1.727 2.568 -0.09 -0.40 -0.37
H -5.143 2.532 1.375 -0.18 -0.15 0.21
H -3.942 3.779 3.154 0.01 0.27 0.02
```
Forces are in eV/Å.

Orbital gap = 9.816 eV
Spin multiplicity = 1
Relative energy (zero: lowest compared OMol25 entry of this formula, charge and spin) = 0.0 kJ/mol
Structure (SMILES) = CCOS(C)(=O)=O.CCOS(C)(=O)=O.CCOS(C)(=O)=O.CCOS(C)(=O)=O.C[N+](=O)[O-].CO.CO.CO.CO
E_LUMO = -0.11 eV
Total charge = 0



(3)
# C14H27BBe2Br2CaCsF5N2O9PS

C14H27BBe2Br2CaCsF5N2O9PS as an isolated structure (ωB97M-V with the def2-TZVPD basis set, OMol25).

XYZ file:
```
66
Properties=species:S:1:pos:R:3:forces:R:3
C 3.402 3.330 -1.036 1.54 -0.99 -0.17
C 3.884 2.009 -1.273 -2.47 -0.21 -1.69
C 2.938 0.949 -2.005 4.29 2.29 -1.17
P 1.655 0.127 -0.834 0.99 -1.41 2.36
C 0.117 0.815 -1.788 -3.01 2.75 2.05
Br -0.072 0.425 -3.762 3.48 1.24 3.49
C -0.922 1.556 -1.165 0.89 -1.09 -2.55
C -2.228 2.121 -1.871 -0.33 -0.09 1.71
Br -0.888 1.943 0.786 -0.06 -0.42 -1.54
H 4.156 4.124 -0.769 -1.13 -0.67 -0.45
H 2.293 3.599 -1.079 1.23 -0.91 1.15
H 4.953 1.686 -0.998 -0.48 0.26 -0.15
H 3.641 0.133 -2.374 -1.08 0.86 0.48
H 2.525 1.491 -2.905 0.06 -0.69 0.90
H 1.757 1.294 0.011 -0.88 0.00 -0.27
H 0.732 -0.547 0.078 -0.36 0.05 -0.10
H 1.658 -1.054 -1.671 -0.22 0.12 -0.61
H 2.738 -0.459 -0.047 -0.02 0.21 -0.29
H -2.230 3.256 -1.971 0.29 -1.50 -0.05
H -2.508 1.615 -2.830 0.64 0.56 0.81
H -3.088 1.900 -1.151 1.04 0.28 -0.96
Be 1.757 4.599 -2.548 0.28 0.02 -0.43
N 5.500 6.217 -6.747 -0.12 0.01 0.19
C 4.704 7.286 -6.434 -0.04 0.05 -0.07
C 4.035 6.989 -5.273 -0.05 0.17 -0.12
C 4.448 5.694 -4.868 0.03 -0.13 -0.08
C 5.354 5.244 -5.796 0.04 -0.16 -0.08
H 6.100 6.156 -7.551 -0.03 0.02 0.12
H 4.682 8.162 -7.062 -0.01 -0.05 0.08
H 3.329 7.633 -4.769 0.08 0.00 -0.04
H 4.120 5.152 -3.994 0.17 -0.01 -0.02
H 5.904 4.319 -5.860 -0.04 0.06 0.08
O -3.163 2.862 4.297 -1.02 -0.87 -0.85
S -2.040 1.926 4.492 2.16 4.32 2.85
O -2.370 0.631 3.813 -3.60 -3.30 -3.80
O -1.836 1.689 5.921 -0.44 -0.55 -0.94
O -0.818 2.488 3.905 -0.80 -0.97 -0.60
Cs -2.229 -0.179 -5.230 -3.66 -1.09 -2.56
B -4.775 -2.833 -0.363 -1.10 1.25 -0.85
F -6.165 -2.818 -0.608 1.24 -0.25 0.35
F -4.485 -2.079 0.817 0.23 -0.33 -0.06
F -4.333 -4.188 -0.167 0.78 -0.66 0.57
F -4.080 -2.273 -1.466 -0.13 -0.49 0.73
C -3.307 -6.599 5.842 0.17 0.05 0.38
O -3.307 -7.313 4.603 -0.11 0.43 -0.55
C -4.549 -7.220 3.915 0.74 -0.61 -0.11
C -4.478 -6.186 2.804 -1.72 0.64 1.39
O -4.302 -4.872 3.323 1.09 -0.30 -0.44
C -2.960 -4.427 3.257 -1.04 -0.16 0.40
H -2.272 -6.482 6.167 -0.06 -0.13 -0.06
H -3.753 -5.606 5.743 -0.04 -0.08 -0.03
H -3.850 -7.171 6.597 0.00 0.07 -0.01
H -5.367 -6.998 4.606 0.00 0.20 -0.20
H -4.746 -8.202 3.473 -0.09 0.05 -0.01
H -5.423 -6.193 2.255 0.22 0.03 -0.30
H -3.677 -6.437 2.097 -1.28 -0.77 0.36
H -2.719 -4.126 2.227 -0.14 0.95 -0.27
H -2.254 -5.202 3.593 0.15 -0.17 0.49
H -2.851 -3.561 3.908 0.19 0.02 -0.22
Be -3.864 0.619 2.558 3.72 1.12 2.80
N 5.403 1.772 2.042 0.31 0.49 0.22
O 4.681 0.791 1.790 -0.20 -0.20 -0.31
O 6.541 1.839 1.562 -0.16 -0.14 -0.08
O 4.980 2.680 2.769 -0.14 -0.09 -0.14
Ca -2.064 -5.984 1.343 1.24 0.74 -1.32
F 5.986 1.886 -2.328 -1.16 0.17 0.59
```
Forces are in eV/Å.

Orbital gap = 1.379 eV
Spin multiplicity = 1
E_LUMO = -6.98 eV
Total charge = +1



(4)
# C4H3NO3

A 2-piece molecular cluster, C4H3NO3 overall (ωB97M-V with the def2-TZVPD basis set, OMol25).

XYZ file:
```
11
Properties=species:S:1:pos:R:3:forces:R:3
C -1.553 0.651 -0.998 -1.46 0.83 0.39
C -1.953 1.005 0.404 0.92 0.61 0.40
C 0.548 -1.108 0.597 -2.81 -0.52 1.28
C 1.684 -0.391 0.047 -0.94 -0.45 -3.58
N -0.901 0.155 0.064 1.79 -2.22 0.97
O -1.679 0.724 -2.172 0.41 -0.31 -0.72
O -2.331 1.582 1.377 -0.46 -0.34 -0.39
O 0.212 -2.014 1.272 1.11 2.40 -2.05
H 1.622 -0.196 -1.086 -0.95 -0.12 1.61
H 2.544 -0.947 0.009 2.30 -1.63 0.96
H 1.808 0.539 0.485 0.08 1.75 1.12
```
Forces are in eV/Å.

Orbital gap = 8.382 eV
Spin multiplicity = 1
Relative energy (zero: lowest compared OMol25 entry of this formula, charge and spin) = 368.8 kJ/mol
E_LUMO = -0.41 eV
Total charge = 0



Per-record max |F|, hartree/bohr: 0.0217 0.1014 0.1203 0.0725
Per-record M, g/mol: 971.63 685.85 887.03 113.07
Per-record energy, eV: -216996.224 -100133.079 -230595.560 -11825.711